Entry from the OMol25 dataset: a 33-piece molecular cluster, C35H126BO40 overall at a distorted geometry (ωB97M-V with the def2-TZVPD basis set).

Summary:
Total charge: -1
Lowest unoccupied orbital energy in eV: 1.1
Largest force on an atom in eV/Å: 4.835
HOMO in eV: -7.5
Spin multiplicity: 1
HOMO-LUMO gap in eV: 8.69

Cartesian coordinates (Å):
O: -0.34 30.31 5.05
O: -0.59 25.49 2.44
O: -3.47 26.76 5.06
O: -2.87 29.87 6.80
O: -2.03 27.22 7.71
O: 4.73 26.99 3.02
O: 1.24 26.44 -2.23
O: -1.42 29.59 3.18
O: -2.09 30.51 0.96
O: -3.48 30.31 -0.77
O: -1.49 28.22 1.18
O: -5.95 33.44 -6.16
O: 2.76 33.18 8.50
O: -1.07 33.44 -3.49
O: -4.60 30.47 3.82
O: -0.23 26.41 5.90
O: -1.36 28.53 -3.83
O: 0.24 29.88 1.64
O: -6.03 28.30 5.10
O: 2.73 28.36 5.80
O: 4.30 31.31 5.48
O: 3.26 32.95 2.69
O: 4.65 34.46 4.66
O: 5.02 28.57 0.59
O: 0.35 32.48 7.44
O: -3.61 32.21 5.81
O: 1.89 30.58 3.16
O: -5.64 27.19 -0.64
O: 3.62 33.64 -0.20
O: -5.38 32.44 -1.62
O: 0.95 24.32 4.42
O: 1.16 32.60 -1.87
O: -1.85 23.50 -3.70
O: -1.50 25.88 -2.33
O: -8.59 29.56 -2.55
O: -7.34 26.46 -3.07
O: -1.18 34.00 4.88
O: -0.85 31.17 10.25
O: 1.51 27.66 8.08
O: -2.83 27.48 -0.44
C: -1.56 31.69 11.32
C: 1.21 27.16 -1.04
C: -1.72 32.35 -4.17
C: 2.23 28.28 -0.98
C: -5.48 31.13 -6.00
C: -1.16 34.16 3.52
C: -2.38 28.36 0.24
C: -3.72 28.56 -4.35
C: 5.52 29.84 0.93
C: -4.61 33.03 6.37
C: -2.32 28.41 -4.88
C: 2.63 27.22 8.84
C: -2.34 26.60 8.92
C: 4.89 30.87 0.00
C: -6.25 26.61 1.72
C: 0.72 30.20 2.86
C: -2.72 29.86 0.06
C: -5.23 31.09 2.71
C: 2.77 25.68 9.04
C: -3.45 27.56 9.46
C: -6.16 30.07 2.02
C: -6.34 32.30 -5.46
C: 5.80 30.01 6.64
C: 0.75 31.79 -0.65
C: -5.86 32.22 6.45
C: -1.87 24.90 2.34
C: -6.08 26.15 0.26
C: 3.11 25.33 2.23
C: -5.43 33.64 -0.87
C: 5.31 30.36 5.27
C: -2.06 23.65 3.21
C: -0.41 30.03 3.88
C: -7.68 30.20 -1.66
C: 3.40 26.74 2.80
C: -2.94 31.99 10.76
B: -1.21 29.56 1.71
H: -2.81 32.64 9.89
H: -0.13 34.14 3.14
H: -3.44 31.05 10.57
H: -2.89 28.95 7.03
H: -2.68 25.59 2.58
H: -3.40 31.49 6.42
H: -3.54 32.48 11.52
H: -6.10 32.41 -4.40
H: -5.37 27.18 2.04
H: 5.08 26.55 3.80
H: -1.76 23.74 -4.62
H: 3.97 35.13 4.76
H: -1.52 35.15 3.24
H: 2.87 28.66 4.91
H: 0.51 26.88 6.28
H: -1.42 27.73 -3.30
H: -4.29 27.56 8.76
H: -1.01 31.56 -4.44
H: 6.58 29.79 0.71
H: -3.08 28.56 9.68
H: 3.10 27.40 1.99
H: 1.24 30.81 -0.70
H: -7.08 26.00 -0.15
H: -4.48 28.55 -5.13
H: -5.33 27.65 5.17
H: -7.41 32.11 -5.54
H: -5.18 33.76 -5.69
H: -3.10 23.43 2.96
H: 5.01 29.36 4.95
H: -6.86 29.72 2.78
H: -0.32 31.75 -0.49
H: -1.53 31.03 12.19
H: 3.58 33.38 0.72
H: -6.75 30.66 1.31
H: -4.57 33.61 -0.21
H: 3.26 28.04 -1.24
H: -4.43 31.20 -5.71
H: 3.85 33.13 3.42
H: 1.45 26.43 -0.27
H: -5.59 29.10 4.79
H: 2.81 27.85 9.71
H: 0.70 23.40 4.43
H: -2.70 25.62 8.61
H: 6.81 29.61 6.58
H: -6.89 26.85 -2.32
H: 0.18 27.42 -0.80
H: 3.09 34.08 8.38
H: 1.84 28.21 7.37
H: -6.41 25.77 2.39
H: 0.36 24.72 3.78
H: -7.17 27.18 1.76
H: -1.49 30.54 9.91
H: -3.80 27.31 10.46
H: -3.09 26.79 5.93
H: 5.04 28.04 1.38
H: -5.77 29.13 1.63
H: 1.48 25.52 -2.06
H: 2.75 25.15 8.09
H: 2.89 32.09 2.88
H: -4.82 33.89 5.74
H: -1.21 33.05 5.03
H: -1.50 26.42 9.59
H: -4.37 33.46 7.34
H: -0.65 25.79 -1.90
H: -4.39 31.36 2.08
H: -2.08 27.49 -5.41
H: 3.88 31.19 0.26
H: -0.58 26.36 2.03
H: -1.26 26.86 7.27
H: -1.97 29.25 -5.48
H: -6.69 32.65 7.00
H: -2.04 24.65 1.29
H: -6.66 30.10 -2.03
H: 3.50 30.82 5.68
H: -2.01 26.44 -1.74
H: -5.17 34.50 -1.49
H: 0.01 32.00 8.19
H: -8.61 30.02 -3.39
H: -4.72 27.36 -0.43
H: -5.45 31.38 -7.06
H: -1.37 22.88 2.87
H: -2.23 29.93 6.09
H: -0.06 32.07 6.68
H: 4.49 34.03 -0.30
H: 2.04 32.97 -1.81
H: 5.41 30.15 1.97
H: 2.01 25.28 9.70
H: -1.78 33.50 2.92
H: 2.12 28.75 0.00
H: 6.02 30.63 4.48
H: -5.88 31.95 2.84
H: 2.73 26.75 3.66
H: 1.96 29.01 -1.74
H: 3.30 27.60 5.90
H: 0.15 25.57 5.62
H: 1.16 32.22 0.27
H: -7.70 29.83 -0.64
H: 5.97 30.82 7.35
H: -6.21 32.12 5.42
H: 5.16 29.38 7.25
H: 3.74 25.37 9.42
H: -3.90 29.55 -3.94
H: -8.05 27.06 -3.27
H: -4.93 31.68 -1.25
H: -5.49 25.24 0.16
H: -5.60 31.23 6.83
H: 1.91 33.18 8.06
H: 3.54 25.17 1.24
H: -2.94 26.12 4.59
H: -2.23 32.65 -5.08
H: -0.59 33.14 -2.71
H: -6.27 33.78 -0.18
H: -4.07 31.14 4.27
H: -1.81 24.34 -3.23
H: -1.89 23.84 4.27
H: -3.88 27.81 -3.57
H: 3.47 24.61 2.96
H: -2.44 31.92 -3.47
H: 4.93 30.58 -1.04
H: -7.94 31.26 -1.66
H: 2.03 25.41 2.12
H: 3.47 27.46 8.18
H: -1.09 32.63 11.61
H: 5.46 31.80 0.03
H: 4.29 33.69 5.10
H: -6.06 30.24 -5.73

=====

Entry from the OMol25 dataset: C35H20AsCl2F5IN2Tc as an isolated structure at a distorted geometry (ωB97M-V with the def2-TZVPD basis set).

Summary:
⟨S²⟩: 4.05
Total charge: +1
Lowest unoccupied orbital energy (spin up / spin down) in eV: -4.4 / -4.2
Energy above the lowest of the compared OMol25 structures with the same formula, charge and spin in kJ/mol: 56.8
Largest force on an atom in eV/Å: 1.098
HOMO (spin up / spin down) in eV: -11.2 / -11.3
Spin multiplicity: 4
HOMO-LUMO gap (spin up / spin down) in eV: 6.71 / 7.14

Cartesian coordinates (Å):
I: -4.69 3.32 -2.84
Tc: -0.06 1.30 0.29
As: 0.44 -1.17 -0.14
Cl: -2.47 3.32 3.04
Cl: 0.28 4.79 -1.39
F: 2.13 2.66 2.30
F: 4.83 0.50 -1.87
F: 4.79 2.77 2.25
F: 2.17 0.38 -1.84
F: 6.16 1.69 0.18
N: -2.12 0.92 -0.39
N: -0.56 2.92 0.84
C: -2.91 -0.07 0.05
C: -1.68 -3.97 -3.20
C: -2.65 1.85 -1.21
C: 4.13 2.20 1.24
C: 2.26 -1.84 -0.09
C: 2.79 1.01 -0.81
C: -1.13 -3.27 -0.97
C: 4.16 1.04 -0.86
C: -1.72 -4.22 2.68
C: -2.11 6.76 1.09
C: 2.03 1.53 0.22
C: -0.40 -2.34 1.15
C: -1.24 6.46 0.05
C: -1.98 4.53 1.92
C: -4.24 -0.17 -0.32
C: -0.97 -2.90 -3.73
C: 4.34 -1.98 1.10
C: -0.33 -2.26 2.54
C: -3.97 1.81 -1.61
C: -0.41 -2.21 -1.52
C: -1.07 4.17 0.89
C: -0.33 -2.01 -2.89
C: -2.49 5.80 2.02
C: -1.76 -4.16 -1.83
C: -1.13 -3.34 0.52
C: 4.86 -2.78 0.10
C: 2.77 -2.63 -1.10
C: -0.75 5.18 -0.07
C: -1.80 -4.29 1.29
C: 2.76 2.13 1.24
C: 3.04 -1.50 1.01
C: -0.99 -3.22 3.30
C: 4.84 1.65 0.18
C: 4.08 -3.11 -1.01
C: -4.78 0.78 -1.17
H: -5.82 0.73 -1.47
H: -4.84 -0.99 0.06
H: 4.95 -1.72 1.96
H: -0.92 -2.77 -4.81
H: 0.23 -1.18 -3.29
H: 4.48 -3.73 -1.79
H: -1.99 2.64 -1.54
H: 2.17 -2.88 -1.96
H: 2.65 -0.86 1.79
H: -0.94 -3.18 4.38
H: 0.24 -1.47 3.02
H: -2.24 -4.96 3.27
H: -2.50 7.77 1.18
H: -2.32 -5.00 -1.43
H: -0.95 7.21 -0.67
H: -2.37 -5.08 0.82
H: -2.47 -0.79 0.72
H: -2.18 -4.67 -3.86
H: -3.19 6.04 2.81
H: 5.87 -3.16 0.17